Entry 1:
{"formula": "C5H15N2", "method": "ωB97M-V/def2-TZVPD", "e_lumo_ev": -3.48, "homo_lumo_gap_ha": 0.363, "charge": 1, "smiles": "CC(C)NCC[NH3+]", "species": ["C", "C", "C", "N", "C", "C", "N", "H", "H", "H", "H", "H", "H", "H", "H", "H", "H", "H", "H", "H", "H", "H"], "positions_angstrom": [[1.410, 0.102, 2.082], [0.052, 0.048, 1.291], [-0.939, 0.981, 1.856], [0.372, 0.360, -0.163], [-0.620, 0.580, -1.242], [-0.762, -0.831, -1.933], [0.563, -1.194, -2.364], [1.389, -0.533, 3.015], [1.614, 1.171, 2.353], [2.143, -0.435, 1.449], [-0.331, -1.033, 1.437], [-0.820, 2.030, 1.782], [-2.032, 0.756, 1.466], [-1.083, 0.896, 2.996], [1.115, 1.136, -0.040], [-1.711, 0.886, -0.940], [-0.335, 1.412, -1.804], [-1.337, -1.451, -1.109], [-1.405, -0.753, -2.943], [0.859, -0.955, -3.266], [1.226, -0.871, -1.630], [0.633, -2.301, -2.294]], "atomic_forces_ev_per_a": [[-0.749, -0.667, -0.049], [0.749, -1.727, 0.149], [-4.357, -0.804, 2.088], [1.766, 1.281, 0.916], [-2.382, -1.415, 2.478], [-4.033, 2.666, -1.020], [1.067, -5.661, 2.828], [-0.366, 0.947, -0.825], [0.380, -1.047, -0.387], [0.140, 0.887, 0.290], [0.431, 1.567, -0.707], [0.754, 1.091, -0.798], [2.087, 0.463, 0.569], [0.445, -0.469, -1.569], [-1.890, -1.359, -0.906], [1.952, -0.656, 0.026], [0.857, 0.871, -1.496], [1.886, 0.461, -2.054], [1.072, -0.306, 2.567], [0.185, 0.825, -1.738], [-0.122, 0.395, 0.114], [0.128, 2.656, -0.476]], "mulliken_charge": [-1.355, 0.431, -1.410, -0.252, -0.570, -0.605, -0.236, 0.369, 0.368, 0.361, 0.116, 0.364, 0.304, 0.385, 0.278, 0.265, 0.478, 0.313, 0.329, 0.344, 0.314, 0.410]}


Entry 2:
{"formula": "C30H49BN7O5Re", "method": "ωB97M-V/def2-TZVPD", "e_lumo_ev": [-3.45, -3.25], "homo_lumo_gap_ha": [0.280, 0.283], "charge": 1, "spin_multiplicity": 2, "species": ["Re", "O", "C", "C", "N", "C", "C", "O", "O", "C", "C", "O", "O", "H", "H", "H", "H", "H", "H", "H", "H", "H", "C", "C", "C", "C", "N", "N", "B", "N", "N", "C", "C", "C", "C", "C", "C", "C", "C", "N", "N", "C", "C", "C", "C", "C", "C", "C", "C", "C", "C", "C", "C", "H", "H", "H", "H", "H", "H", "H", "H", "H", "H", "H", "H", "H", "H", "H", "H", "H", "H", "H", "H", "H", "H", "H", "H", "H", "H", "H", "H", "H", "H", "H", "H", "H", "H", "H", "H", "H", "H", "H", "H"], "positions_angstrom": [[-0.020, 0.540, -0.315], [1.838, 1.220, -1.198], [1.883, 2.299, -2.170], [0.999, 3.431, -1.678], [-0.224, 2.870, -1.068], [-0.762, 3.710, 0.020], [-1.292, 2.782, 1.136], [-0.848, 4.431, 2.722], [-1.355, 1.467, 0.669], [-1.288, 2.722, -2.090], [-1.115, 1.468, -2.910], [-1.403, 1.421, -4.078], [-0.677, 0.447, -2.212], [2.478, 1.344, -0.483], [1.530, 1.873, -3.100], [2.918, 2.604, -2.302], [0.755, 4.086, -2.518], [1.519, 4.036, -0.942], [-1.560, 4.345, -0.363], [0.002, 4.374, 0.403], [-1.334, 3.599, -2.736], [-2.243, 2.631, -1.575], [2.849, -1.682, 3.890], [2.186, -0.547, 3.188], [2.099, 0.777, 3.576], [1.351, 1.420, 2.593], [1.026, 0.533, 1.625], [1.534, -0.662, 2.029], [1.061, -1.941, 1.353], [-0.472, -1.932, 1.285], [-1.178, -1.079, 0.481], [-2.475, -1.457, 0.549], [-2.559, -2.587, 1.365], [-1.288, -2.855, 1.812], [-0.834, -3.956, 2.709], [-3.722, -0.804, -0.027], [-4.728, -1.904, -0.402], [-3.487, 0.039, -1.272], [-4.344, 0.075, 1.071], [1.615, -2.056, -0.057], [1.031, -1.365, -1.088], [1.421, -2.006, -2.232], [2.286, -3.048, -1.876], [2.369, -3.063, -0.508], [3.115, -4.004, 0.374], [1.003, -1.843, -3.696], [1.726, -2.905, -4.544], [1.407, -0.499, -4.300], [-0.498, -2.129, -3.854], [0.965, 2.882, 2.645], [1.279, 3.426, 4.051], [-0.569, 3.053, 2.469], [1.856, 3.654, 1.665], [3.320, -1.316, 4.800], [3.618, -2.139, 3.267], [2.134, -2.458, 4.160], [2.507, 1.197, 4.476], [1.418, -2.868, 2.004], [-3.445, -3.139, 1.619], [-1.702, -4.510, 3.060], [-0.298, -3.571, 3.576], [-0.174, -4.649, 2.187], [-4.296, -2.601, -1.123], [-5.603, -1.440, -0.859], [-5.077, -2.469, 0.461], [-2.965, -0.516, -2.050], [-2.921, 0.928, -1.021], [-4.453, 0.354, -1.670], [-4.574, -0.510, 1.962], [-5.271, 0.522, 0.706], [-3.658, 0.874, 1.353], [2.781, -3.734, -2.536], [3.749, -4.643, -0.237], [2.436, -4.642, 0.942], [3.747, -3.474, 1.086], [2.811, -2.789, -4.511], [1.414, -2.784, -5.581], [1.468, -3.919, -4.239], [2.470, -0.306, -4.129], [0.810, 0.303, -3.902], [1.234, -0.521, -5.376], [-0.715, -3.149, -3.529], [-0.776, -2.042, -4.906], [-1.107, -1.437, -3.286], [0.711, 2.897, 4.819], [1.026, 4.481, 4.099], [2.340, 3.325, 4.273], [-1.030, 2.416, 3.231], [-2.332, 3.050, 1.358], [-1.714, 4.519, 3.130], [2.886, 3.606, 2.021], [1.573, 4.705, 1.602], [1.834, 3.209, 0.673]], "atomic_forces_ev_per_a": [[0.346, 0.273, -0.319], [-0.065, -0.094, 0.012], [-0.112, 0.000, 0.144], [0.074, -0.044, -0.082], [-0.072, -0.132, 0.087], [-0.005, -0.022, 0.065], [-0.016, 0.217, 0.055], [-0.041, 0.002, -0.018], [-0.086, -0.231, 0.047], [0.004, 0.064, 0.005], [-0.018, -0.018, 0.018], [0.000, -0.017, -0.075], [-0.034, -0.052, -0.068], [0.048, 0.021, -0.043], [-0.046, -0.060, -0.022], [0.011, 0.022, 0.018], [-0.028, 0.000, 0.000], [-0.001, -0.034, -0.053], [-0.011, -0.004, -0.055], [-0.051, -0.041, -0.025], [0.031, 0.007, 0.006], [0.024, 0.033, -0.001], [0.014, -0.012, -0.016], [0.007, 0.107, 0.061], [-0.051, -0.084, -0.011], [-0.075, 0.118, 0.033], [0.184, 0.182, -0.052], [-0.013, 0.020, 0.042], [-0.014, -0.030, 0.035], [0.045, -0.188, -0.052], [-0.198, 0.060, 0.182], [-0.013, -0.066, -0.154], [-0.032, 0.096, 0.088], [-0.003, 0.000, -0.036], [0.010, 0.001, -0.014], [-0.010, -0.008, -0.007], [0.047, -0.017, -0.024], [-0.001, -0.048, -0.043], [0.026, 0.009, 0.005], [-0.040, 0.120, -0.054], [0.059, -0.161, 0.068], [0.037, -0.036, 0.001], [-0.016, 0.045, -0.054], [0.018, 0.022, 0.048], [0.018, -0.021, -0.004], [-0.033, -0.045, 0.001], [0.025, -0.023, -0.004], [0.030, 0.000, 0.002], [-0.005, 0.040, 0.038], [-0.080, -0.132, -0.025], [0.023, -0.011, -0.023], [0.109, 0.024, -0.010], [0.053, -0.048, 0.028], [0.003, 0.000, -0.001], [-0.009, -0.009, 0.004], [0.001, 0.001, 0.009], [-0.005, 0.001, 0.006], [0.023, -0.011, -0.002], [-0.016, 0.006, -0.001], [0.000, 0.002, 0.002], [-0.006, -0.003, 0.000], [0.002, -0.002, 0.002], [-0.018, -0.002, 0.004], [-0.006, -0.002, -0.004], [0.017, 0.003, 0.013], [-0.014, -0.003, 0.007], [-0.002, -0.023, 0.008], [-0.004, 0.023, 0.000], [-0.001, -0.006, -0.013], [0.009, -0.013, -0.008], [0.006, 0.021, 0.016], [-0.003, -0.004, 0.010], [0.002, 0.002, 0.001], [0.000, -0.003, -0.002], [-0.006, 0.005, 0.001], [-0.004, 0.003, -0.016], [-0.016, 0.006, 0.008], [0.002, -0.005, -0.003], [-0.015, 0.010, -0.006], [-0.091, 0.138, 0.046], [0.016, 0.009, 0.008], [-0.005, 0.011, 0.002], [0.016, 0.000, 0.003], [-0.034, 0.030, 0.041], [-0.004, 0.012, 0.003], [0.004, -0.015, 0.003], [0.015, -0.010, -0.002], [0.003, -0.015, 0.007], [0.022, 0.040, -0.028], [0.000, 0.005, 0.005], [0.008, 0.002, 0.012], [0.033, 0.008, 0.024], [0.000, -0.013, 0.094]], "lowdin_spin": [0.791, 0.008, 0.004, 0.000, -0.006, 0.000, 0.008, 0.002, 0.103, 0.000, 0.006, 0.013, 0.037, 0.001, 0.000, 0.000, 0.000, 0.000, 0.000, 0.000, 0.000, 0.000, 0.001, 0.007, 0.005, 0.006, 0.003, 0.002, 0.001, 0.000, -0.001, 0.001, 0.000, -0.001, 0.000, 0.000, 0.000, -0.001, 0.000, 0.003, -0.002, 0.000, 0.001, 0.001, 0.000, 0.000, 0.000, 0.000, 0.000, 0.001, 0.000, 0.005, 0.000, 0.000, 0.000, 0.000, 0.000, 0.000, 0.000, 0.000, 0.000, 0.000, 0.000, 0.000, 0.000, 0.000, 0.000, 0.000, 0.000, 0.000, 0.000, 0.000, 0.000, 0.000, 0.000, 0.000, 0.000, 0.000, 0.000, 0.000, 0.000, 0.000, 0.000, 0.000, 0.000, 0.000, 0.000, 0.000, 0.000, 0.000, 0.000, 0.000, 0.000]}


Entry 3:
{"formula": "C6H38O13", "method": "ωB97M-V/def2-TZVPD", "e_lumo_ev": -0.03, "homo_lumo_gap_ha": 0.374, "species": ["O", "H", "H", "O", "H", "H", "O", "H", "H", "O", "H", "H", "O", "H", "H", "O", "H", "H", "O", "H", "H", "O", "H", "H", "O", "H", "H", "O", "H", "H", "C", "C", "O", "H", "H", "H", "H", "H", "H", "C", "C", "O", "H", "H", "H", "H", "H", "H", "C", "C", "O", "H", "H", "H", "H", "H", "H"], "positions_angstrom": [[-5.235, -0.262, -2.991], [-5.674, -1.063, -3.275], [-5.025, 0.198, -3.803], [1.639, -4.609, -4.575], [1.880, -4.530, -5.498], [0.789, -5.050, -4.586], [0.273, -5.889, 3.345], [1.092, -5.712, 3.807], [0.535, -6.398, 2.578], [-4.545, 2.961, -1.012], [-4.492, 3.758, -1.538], [-4.910, 2.305, -1.606], [4.306, -3.275, -1.789], [4.528, -2.682, -2.507], [3.377, -3.469, -1.917], [-2.617, -2.414, -6.152], [-2.138, -1.712, -5.712], [-3.043, -2.895, -5.443], [-3.091, -4.289, 4.673], [-3.205, -3.364, 4.453], [-2.249, -4.526, 4.285], [-0.573, 0.428, -4.850], [-0.737, 0.650, -3.933], [0.342, 0.669, -4.995], [-4.660, -0.633, 3.203], [-5.247, -1.286, 2.821], [-4.961, 0.201, 2.841], [5.549, -1.369, 1.426], [5.180, -1.978, 0.787], [5.360, -1.768, 2.275], [2.656, 2.089, 4.560], [1.238, 2.496, 4.080], [0.795, 3.726, 4.703], [3.416, 2.766, 4.169], [2.927, 1.190, 4.006], [2.749, 1.944, 5.636], [0.416, 1.790, 4.203], [1.273, 2.779, 3.028], [0.661, 3.543, 5.636], [-1.380, -2.146, -0.135], [-0.297, -1.073, 0.175], [-0.611, 0.200, -0.400], [-2.430, -1.867, -0.049], [-1.350, -3.062, 0.455], [-1.263, -2.386, -1.192], [0.633, -1.475, -0.225], [-0.172, -0.990, 1.255], [-1.479, 0.396, -0.039], [2.988, 5.403, -0.629], [1.788, 4.917, -1.395], [1.390, 6.034, -2.203], [3.866, 5.517, -1.265], [3.264, 4.678, 0.137], [2.835, 6.411, -0.244], [0.946, 4.585, -0.788], [2.025, 4.100, -2.076], [0.669, 6.437, -1.713]], "atomic_forces_ev_per_a": [[0.085, 0.155, 0.266], [-0.150, -0.203, -0.026], [0.094, 0.108, -0.259], [0.151, 0.086, 0.258], [0.087, 0.046, -0.233], [-0.229, -0.096, 0.017], [-0.250, 0.137, 0.057], [0.188, 0.060, 0.172], [0.006, -0.149, -0.212], [0.091, -0.013, 0.219], [0.034, 0.236, -0.080], [-0.129, -0.318, -0.126], [0.177, -0.005, 0.336], [0.089, 0.137, -0.184], [-0.269, -0.124, -0.109], [-0.110, -0.127, -0.213], [0.291, 0.350, 0.106], [-0.099, -0.142, 0.147], [-0.187, -0.116, 0.101], [-0.070, 0.298, -0.021], [0.301, -0.179, -0.115], [-0.250, -0.183, -0.195], [-0.060, 0.051, 0.339], [0.224, 0.040, -0.090], [0.229, -0.106, 0.135], [-0.162, -0.196, -0.077], [-0.040, 0.268, -0.070], [0.090, 0.228, 0.035], [-0.104, -0.195, -0.338], [-0.009, -0.064, 0.221], [-0.761, -0.345, -1.223], [0.399, 1.459, 0.442], [0.229, -0.274, -0.093], [-0.252, 0.561, 0.443], [-0.115, -0.539, 0.393], [-0.040, -0.003, -0.115], [0.450, -0.593, 0.104], [0.107, -0.314, -0.080], [-0.019, 0.045, 0.111], [0.006, 0.211, -0.656], [-1.026, -0.926, 0.351], [0.315, -0.799, 0.107], [0.057, 0.777, 0.254], [0.671, 0.016, 0.055], [-0.027, -0.333, -0.044], [0.096, 0.534, -0.154], [0.062, 0.188, 0.137], [-0.169, 0.367, -0.101], [0.667, -0.547, 0.334], [0.202, 0.749, -0.685], [-0.737, -0.266, -0.207], [-0.110, -0.200, -0.319], [0.050, 0.235, 0.343], [-0.307, -0.244, 0.433], [0.133, 0.005, 0.302], [0.131, -0.055, 0.052], [-0.034, 0.308, -0.241]], "mulliken_charge": [-0.619, 0.301, 0.322, -0.623, 0.315, 0.314, -0.616, 0.313, 0.316, -0.635, 0.311, 0.319, -0.635, 0.314, 0.318, -0.632, 0.319, 0.299, -0.648, 0.322, 0.312, -0.614, 0.324, 0.304, -0.622, 0.321, 0.302, -0.638, 0.322, 0.312, -0.858, -0.225, -0.524, 0.250, 0.278, 0.318, 0.279, 0.192, 0.289, -1.005, -0.207, -0.459, 0.341, 0.313, 0.250, 0.266, 0.209, 0.290, -0.900, -0.220, -0.513, 0.277, 0.306, 0.268, 0.277, 0.208, 0.296]}


So what do the calculations give for ΔE to the lowest compared entry with this formula, charge and spin? Going down the list: 53.25 0.59 54.22 kcal/mol.